[1]
{
  "formula": "C3H5Br3P",
  "method": "ωB97M-V/def2-TZVPD",
  "elements": ["C", "C", "C", "P", "Br", "Br", "Br", "H", "H", "H", "H", "H"],
  "xyz": [[-0.400962, 0.147921, 1.326352], [-0.099438, 0.304612, -0.070809], [-0.033191, -0.656537, -0.972594], [-3.094688, -0.279113, -0.481850], [-4.475384, 1.461882, -1.074992], [-4.476295, -1.662841, 0.521257], [-2.072176, 0.849810, 1.680810], [0.429941, 0.589775, 1.865355], [-0.365469, -0.980678, 1.628897], [0.107437, 1.387956, -0.383079], [-0.121500, -1.617670, -0.636362], [0.132617, -0.542381, -2.111708]],
  "atomic_forces_ev_per_a": [[2.7, -4.0, 1.0], [0.9, 2.8, -2.7], [0.6, 1.7, -2.5], [-1.8, 1.1, 0.4], [1.1, -1.4, 0.5], [0.5, 0.5, -0.4], [-2.1, 0.7, 0.2], [-0.5, 0.6, 0.8], [-0.4, 2.0, -0.4], [-0.5, -1.5, 0.3], [-0.4, -2.6, 0.6], [-0.1, 0.2, 2.2]],
  "nbo_charge": [-0.550, -0.252, -0.333, 0.689, -0.076, -0.043, 0.354, 0.285, 0.254, 0.234, 0.192, 0.247],
  "de_lowest_kj_mol": 166.7,
  "lumo_ev": -6.499,
  "orbital_gap_ev": 7.5,
  "max_force_ev_per_a": 4.92,
  "charge": 1,
  "total_energy_ha": -8180.390569
}

[2]
{
  "formula": "C3H5BrClN2S",
  "method": "ωB97M-V/def2-TZVPD",
  "elements": ["C", "C", "C", "N", "N", "S", "Cl", "Br", "H", "H", "H", "H", "H"],
  "xyz": [[-0.863655, 2.952606, 0.873841], [-0.367120, 1.846710, 0.301316], [2.022309, -0.352668, -0.406688], [2.281038, -1.182556, -1.390834], [0.673767, -0.649848, 0.525178], [0.120307, 0.535625, 1.514813], [-0.068318, 1.430871, -1.374902], [2.921147, 1.186622, 0.158662], [-1.141698, 3.691868, 0.236761], [-1.188957, 2.837563, 1.936511], [1.903347, -2.116347, -1.307335], [3.195876, -1.086461, -1.726687], [0.390954, -1.620985, 0.641415]],
  "atomic_forces_ev_per_a": [[0.5, -3.7, 0.8], [0.0, -0.7, 1.2], [-4.4, -0.8, 3.8], [-0.6, 1.0, 2.3], [4.4, 0.5, -3.3], [-0.2, 0.7, -0.4], [-0.5, 0.9, 0.8], [-0.1, -1.2, -0.9], [-0.9, 2.5, -1.2], [0.6, 0.7, -1.0], [-0.3, -0.1, -0.4], [1.5, -0.1, -1.2], [0.1, 0.3, -0.3]],
  "nbo_charge": [-0.398, -0.211, 0.419, -0.709, -0.811, 0.537, 0.058, 0.321, 0.234, 0.245, 0.442, 0.438, 0.435],
  "de_lowest_kj_mol": 0.0,
  "lumo_ev": -5.075,
  "orbital_gap_ev": 7.5,
  "max_force_ev_per_a": 5.86,
  "charge": 1,
  "smiles": "C=C(Cl)S/[NH+]=C(/N)Br",
  "total_energy_ha": -3658.854510
}

[3]
{
  "formula": "C3H5BrN2",
  "method": "ωB97M-V/def2-TZVPD",
  "elements": ["C", "C", "C", "N", "N", "Br", "H", "H", "H", "H", "H"],
  "xyz": [[-1.488375, 0.763236, 0.507558], [-2.513213, -0.103502, -0.193019], [0.828707, 0.018744, -0.025625], [-1.494303, -0.917231, -0.642511], [-0.555056, -0.283977, 0.283277], [-4.327930, -0.370591, -0.664874], [-1.362859, 1.512043, 1.290090], [1.127519, 0.263366, -0.983017], [1.111667, 0.696473, 0.698356], [1.473883, -0.793208, 0.031240], [-1.496129, -1.938749, -0.747382]],
  "atomic_forces_ev_per_a": [[-3.6, -3.1, -1.2], [2.5, 3.1, 1.8], [-1.4, -1.2, -0.2], [1.6, -0.4, -0.2], [-0.7, -0.5, -0.6], [1.0, 0.3, 0.4], [-0.4, -0.1, -0.6], [-0.4, 1.8, -2.4], [0.8, 1.7, 1.3], [0.8, -2.2, 1.2], [-0.2, 0.6, 0.5]],
  "nbo_charge": [-0.172, -0.022, -0.418, -0.458, -0.245, 0.099, 0.226, 0.192, 0.210, 0.196, 0.393],
  "de_lowest_kj_mol": 282.7,
  "lumo_ev": 0.890,
  "orbital_gap_ev": 8.5,
  "max_force_ev_per_a": 4.90,
  "smiles": "Cn1cc(Br)[nH]1",
  "total_energy_ha": -2800.680855
}

[4]
{
  "formula": "C3H5BrN2",
  "method": "ωB97M-V/def2-TZVPD",
  "elements": ["C", "C", "C", "N", "N", "Br", "H", "H", "H", "H", "H"],
  "xyz": [[0.790026, 0.563438, -0.151997], [0.508900, -0.388577, 0.985476], [-1.128523, -0.039911, -0.982882], [0.073952, 0.584418, -1.178516], [-0.700102, -1.191538, 0.564120], [-0.459871, -2.835430, -0.324823], [1.685274, 1.209048, -0.131287], [1.150764, -1.170159, 1.293551], [0.262044, 0.142265, 1.959495], [-1.710340, 0.601367, -0.444013], [-1.605415, -0.684710, -1.698925]],
  "atomic_forces_ev_per_a": [[3.0, 0.1, 0.3], [-2.8, -0.9, 0.1], [1.3, -3.4, 2.2], [-0.1, 0.5, -0.2], [-1.6, 3.1, -2.0], [0.8, 0.0, 0.3], [-0.4, -0.3, 0.1], [2.0, -0.1, -0.2], [-0.1, -0.3, -1.2], [-2.3, 1.5, 1.0], [0.2, -0.1, -0.3]],
  "nbo_charge": [0.145, -0.364, -0.009, -0.397, -0.557, 0.120, 0.190, 0.237, 0.232, 0.191, 0.213],
  "de_lowest_kj_mol": 213.0,
  "lumo_ev": 0.522,
  "orbital_gap_ev": 9.3,
  "max_force_ev_per_a": 4.24,
  "total_energy_ha": -2800.707410
}

[5]
{
  "formula": "C3H5BrN3",
  "method": "ωB97M-V/def2-TZVPD",
  "elements": ["C", "C", "C", "N", "N", "N", "Br", "H", "H", "H", "H", "H"],
  "xyz": [[0.393807, -0.888562, -0.582910], [0.589096, 2.448279, -1.310553], [-0.383840, 0.854753, 0.579699], [-0.228382, -0.598340, 0.522972], [0.680523, 0.180703, -1.278823], [0.188559, 1.312160, -0.703355], [-0.040689, 4.006504, -0.432545], [0.578478, -1.901590, -0.984428], [-0.824731, -1.226514, 1.074990], [0.111920, 1.087668, 1.616609], [-1.520941, 0.920335, 0.785322], [1.017198, 0.314546, -2.259480]],
  "atomic_forces_ev_per_a": [[0.1, -1.5, -1.5], [-0.9, -0.3, 0.9], [-2.2, -0.4, 4.1], [0.0, -0.4, -0.4], [0.9, -1.5, -1.9], [0.1, 2.4, 1.0], [0.2, -0.9, -0.1], [0.0, 0.7, 0.5], [0.7, 0.3, -0.4], [-0.4, 0.9, -2.4], [1.7, 1.2, -1.0], [-0.1, -0.5, 1.2]],
  "nbo_charge": [0.357, 0.046, -0.099, -0.517, -0.344, -0.303, 0.124, 0.275, 0.466, 0.258, 0.250, 0.487],
  "de_lowest_kj_mol": 263.9,
  "lumo_ev": -4.299,
  "orbital_gap_ev": 9.0,
  "max_force_ev_per_a": 4.71,
  "charge": 1,
  "total_energy_ha": -2855.207362
}

[6]
{
  "formula": "C3H5BrN3O2",
  "method": "ωB97M-V/def2-TZVPD",
  "elements": ["C", "C", "C", "N", "N", "N", "O", "O", "Br", "H", "H", "H", "H", "H"],
  "xyz": [[-0.697277, 1.313898, -1.338525], [0.140723, 0.710613, 0.700645], [-0.244186, -0.200866, -1.365164], [-0.353270, 1.783695, -0.042658], [0.335740, -0.290055, -0.055893], [0.804417, -1.964835, 1.272232], [-1.414155, 1.865445, -2.117001], [0.340085, 0.741443, 1.955733], [2.046010, -2.975793, 0.588347], [-1.236664, -0.626247, -1.452919], [0.518552, -0.393508, -2.004539], [-0.692381, 2.662339, 0.353805], [-0.089782, -2.468324, 1.227689], [0.542187, -0.157806, 2.278248]],
  "atomic_forces_ev_per_a": [[-1.0, 0.5, 0.3], [-1.0, 1.4, -1.3], [-1.5, 2.2, 2.7], [0.1, -0.3, 0.5], [0.3, -1.1, -1.0], [-1.1, -0.5, -0.1], [1.1, -0.3, 0.4], [0.0, 0.8, 1.3], [0.7, -0.3, 0.0], [0.2, -1.0, -0.3], [1.5, -0.8, -2.8], [0.2, -0.4, -0.2], [0.3, -0.1, 0.5], [0.2, 0.0, -0.1]],
  "nbo_charge": [0.695, 0.743, -0.332, -0.623, -0.277, -0.638, -0.438, -0.579, 0.561, 0.266, 0.252, 0.462, 0.370, 0.538],
  "de_lowest_kj_mol": 149.4,
  "s2": 2.01,
  "lumo_ev": [-3.666, -8.353],
  "orbital_gap_ev": [10.3, 6.0],
  "max_force_ev_per_a": 3.81,
  "charge": 1,
  "multiplicity": 3,
  "total_energy_ha": -3005.655100
}

Copy entry 4 word for word.
{
  "formula": "C3H5BrN2",
  "method": "ωB97M-V/def2-TZVPD",
  "elements": ["C", "C", "C", "N", "N", "Br", "H", "H", "H", "H", "H"],
  "xyz": [[0.790026, 0.563438, -0.151997], [0.508900, -0.388577, 0.985476], [-1.128523, -0.039911, -0.982882], [0.073952, 0.584418, -1.178516], [-0.700102, -1.191538, 0.564120], [-0.459871, -2.835430, -0.324823], [1.685274, 1.209048, -0.131287], [1.150764, -1.170159, 1.293551], [0.262044, 0.142265, 1.959495], [-1.710340, 0.601367, -0.444013], [-1.605415, -0.684710, -1.698925]],
  "atomic_forces_ev_per_a": [[3.0, 0.1, 0.3], [-2.8, -0.9, 0.1], [1.3, -3.4, 2.2], [-0.1, 0.5, -0.2], [-1.6, 3.1, -2.0], [0.8, 0.0, 0.3], [-0.4, -0.3, 0.1], [2.0, -0.1, -0.2], [-0.1, -0.3, -1.2], [-2.3, 1.5, 1.0], [0.2, -0.1, -0.3]],
  "nbo_charge": [0.145, -0.364, -0.009, -0.397, -0.557, 0.120, 0.190, 0.237, 0.232, 0.191, 0.213],
  "de_lowest_kj_mol": 213.0,
  "lumo_ev": 0.522,
  "orbital_gap_ev": 9.3,
  "max_force_ev_per_a": 4.24,
  "total_energy_ha": -2800.707410
}